(1)
Density functional theory data (ωB97M-V/def2-TZVPD) for a cluster of 3 separate species, C20H50N3 in total.

Its HOMO energy is -0.38381 Ha. Its gap between HOMO and LUMO is 7.820 eV.

```
! wB97M-V def2-TZVPD RIJCOSX def2/J DEFGRID3
* xyz 1 1
C 0.9720 -4.9892 -5.0716
C -0.3961 -5.2395 -4.4278
C -1.0170 -4.0618 -3.6362
C -0.2224 -2.7571 -3.6065
C -1.0344 -1.6346 -2.9310
C -0.1964 -0.5595 -2.2485
N 0.1998 -0.9579 -0.8442
C 1.4653 -1.7575 -0.7118
C 2.0858 -1.6289 0.6816
H 1.0275 -4.0470 -5.6163
H 1.7731 -5.0281 -4.3304
H 1.1795 -5.7812 -5.7931
H -1.1011 -5.5652 -5.1920
H -0.2828 -6.0806 -3.7404
H -2.0082 -3.8332 -4.0408
H -1.1823 -4.3735 -2.5990
H 0.7344 -2.8940 -3.0940
H 0.0224 -2.4338 -4.6209
H -1.7256 -2.0745 -2.1999
H -1.6557 -1.1416 -3.6790
H 0.7234 -0.3743 -2.8010
H -0.7570 0.3705 -2.1510
H -0.5669 -1.4959 -0.4379
H 0.2786 -0.1136 -0.2767
H 1.2138 -2.7934 -0.9328
H 2.1535 -1.4165 -1.4826
H 1.6690 -0.7922 1.2464
H 1.9316 -2.5310 1.2723
H 3.1587 -1.4735 0.5917
C 5.2731 3.9232 3.3081
C 3.7953 3.5657 3.2737
N 3.3936 2.9264 2.0289
C 1.9584 2.8641 1.8488
C 1.1469 1.9917 2.8153
C 4.1414 1.7373 1.6686
C 4.1845 0.5864 2.6815
H 5.5458 4.5196 2.4370
H 5.4898 4.5056 4.2034
H 5.9114 3.0393 3.3341
H 3.2121 4.4858 3.3632
H 3.5531 2.9594 4.1606
H 1.7621 2.5393 0.8193
H 1.5811 3.8885 1.9112
H 1.2927 0.9250 2.6301
H 0.0806 2.2015 2.6972
H 1.4035 2.1894 3.8555
H 5.1671 2.0341 1.4416
H 3.7325 1.3716 0.7197
H 4.4403 0.9265 3.6848
H 4.9455 -0.1383 2.3835
H 3.2336 0.0561 2.7412
C -4.0813 -0.2072 -1.4189
C -4.6606 0.5214 -0.2180
N -3.8507 0.3791 0.9794
C -4.5383 0.7891 2.1982
C -4.9216 2.2644 2.3396
C -2.4723 0.8013 0.8661
C -2.1770 2.2210 0.3666
H -3.8853 -1.2535 -1.1743
H -4.7873 -0.1784 -2.2486
H -3.1549 0.2559 -1.7685
H -5.6386 0.0904 0.0059
H -4.8424 1.5711 -0.4925
H -3.9159 0.4953 3.0474
H -5.4452 0.1833 2.2701
H -4.0565 2.8989 2.5302
H -5.6010 2.3837 3.1843
H -5.4354 2.6401 1.4542
H -1.9635 0.0948 0.1920
H -2.0064 0.6546 1.8446
H -2.7495 2.4694 -0.5279
H -1.1157 2.3125 0.1123
H -2.3876 2.9732 1.1237
*
```

(2)
Density functional theory data (ωB97M-V/def2-TZVPD) for a cluster of 4 separate species, C20H51BN4O15P3 in total.

Its HOMO energy is -0.40272 Ha. Its gap between HOMO and LUMO is 6.014 eV.

```
! wB97M-V def2-TZVPD RIJCOSX def2/J DEFGRID3
* xyz 1 1
N 6.8543 0.5375 -6.6671
C 5.8834 1.5037 -6.5686
N 4.5715 0.9893 -6.0029
C 3.7906 2.3149 -6.0129
O 2.4191 2.1996 -5.4935
B 1.7321 1.3300 -6.5119
O 1.4922 2.0023 -7.8372
O 1.3587 -0.0835 -6.2627
N 4.5957 3.4841 -6.5356
N 5.8728 2.9842 -6.8788
H 7.4298 0.3625 -5.7889
H 6.9958 -0.0616 -7.5269
H 2.2160 1.6942 -8.4610
H 2.1340 -0.6684 -6.5762
H 4.2456 4.4776 -6.5983
H 6.6788 3.5186 -7.2730
O 1.0265 -1.6311 -1.8412
P 2.2833 -1.2321 -1.0296
O 3.3028 -1.2507 -2.3348
C 3.2986 -0.1254 -3.1935
C 3.9802 1.0642 -2.5457
O 2.6119 -2.7794 -0.4991
C 1.5540 -3.7123 -0.3313
C 1.4030 -4.5807 -1.5693
O 3.6875 -0.7863 -0.1228
C 3.4095 -0.1664 1.1240
C 2.7065 -1.1033 2.0887
H 2.2719 0.1221 -3.4843
H 3.8427 -0.4070 -4.1003
H 3.3984 1.4299 -1.6935
H 4.0881 1.8872 -3.2625
H 4.9702 0.7896 -2.1683
H 0.6187 -3.2007 -0.0795
H 1.8045 -4.3464 0.5267
H 1.3766 -3.9893 -2.4898
H 0.4890 -5.1799 -1.5132
H 2.2564 -5.2581 -1.6625
H 2.8092 0.7328 0.9502
H 4.3664 0.1484 1.5521
H 1.7018 -1.3485 1.7350
H 2.6131 -0.6435 3.0762
H 3.2548 -2.0466 2.1867
O -1.5544 -4.0829 2.9170
P -2.9951 -3.5420 2.7460
O -2.5319 -2.1611 1.9573
C -2.2286 -2.2573 0.5780
C -3.4857 -2.4344 -0.2513
O -3.0838 -2.8776 4.2738
C -2.3372 -3.4461 5.3400
C -1.0151 -2.7179 5.5172
O -4.6047 -2.9376 2.5549
C -5.6201 -3.9234 2.6700
C -5.6822 -4.5262 4.0612
H -1.5255 -3.0790 0.4038
H -1.7307 -1.3264 0.2895
H -3.9480 -3.4070 -0.0548
H -3.2554 -2.3771 -1.3220
H -4.2271 -1.6676 -0.0058
H -2.1896 -4.5202 5.1839
H -2.9327 -3.3418 6.2539
H -0.4791 -2.5956 4.5710
H -0.3681 -3.2544 6.2180
H -1.1874 -1.7105 5.9063
H -5.4503 -4.7010 1.9179
H -6.5735 -3.4379 2.4391
H -4.7830 -5.1091 4.2763
H -6.5453 -5.1905 4.1570
H -5.7508 -3.7427 4.8237
O -3.3484 3.0472 0.7024
P -2.2523 3.7539 1.5369
O -0.9886 3.0774 0.7070
C -0.6365 3.6462 -0.5405
C 0.0598 4.9812 -0.3603
O -2.2840 2.6482 2.7858
C -3.4814 1.9430 3.0799
C -3.4894 0.5885 2.3907
O -1.0276 4.5435 2.4693
C -1.4728 5.6969 3.1676
C -2.5014 5.3639 4.2323
H -1.5262 3.7506 -1.1709
H 0.0425 2.9459 -1.0365
H -0.6311 5.7297 0.0408
H 0.4436 5.3511 -1.3187
H 0.8912 4.8960 0.3464
H -4.3610 2.5384 2.8117
H -3.5217 1.7966 4.1651
H -3.2259 0.6610 1.3310
H -4.4735 0.1170 2.4741
H -2.7483 -0.0729 2.8481
H -1.8783 6.4160 2.4482
H -0.5953 6.1526 3.6370
H -3.4307 5.0064 3.7813
H -2.7365 6.2466 4.8330
H -2.1363 4.5710 4.8940
*
```

(3)
Density functional theory data (ωB97M-V/def2-TZVPD) for a structure of composition C20H51ClIN19O12.

Its HOMO energy is -0.32429 Ha. Its gap between HOMO and LUMO is 7.896 eV.

```
! wB97M-V def2-TZVPD RIJCOSX def2/J DEFGRID3
* xyz 0 1
C -3.0170 3.1703 4.5939
C -3.4205 2.6143 3.2206
N -2.5261 1.5367 2.7852
C -2.4061 1.3817 1.3320
C -1.6756 2.4904 0.5986
C -0.2987 2.8355 1.1647
C -0.2980 4.0847 2.0342
I 1.1084 3.2181 -0.4527
N -3.8203 1.3066 0.8958
C -4.2256 0.0000 1.3493
O -5.3448 -0.2364 1.7221
C -3.0325 -0.9893 1.3085
C -3.0736 -1.6875 2.6701
C -1.8796 -2.5494 2.9552
O -1.4881 -3.4784 2.2757
Cl -0.9524 -2.0988 4.4268
C -1.9185 -0.0227 0.9801
C -0.4821 -0.4064 1.2560
O 0.3450 0.1450 0.2127
N 1.1534 -0.8536 -0.3943
O 2.1670 -0.9983 0.1673
H -2.6844 4.1947 4.4776
H -2.1715 2.6495 5.0228
H -3.8595 3.1900 5.2682
H -4.4100 2.1926 3.3229
H -3.4924 3.4317 2.5126
H -1.6104 1.6496 3.1995
H -1.5521 2.2353 -0.4437
H -2.2718 3.3942 0.6177
H 0.1201 2.0429 1.7727
H 0.6533 4.2043 2.5332
H -1.0874 4.0379 2.7736
H -0.4277 4.9405 1.3845
H -3.7930 1.2267 -0.1227
H -3.2888 -1.6836 0.5176
H -3.2535 -1.0140 3.4928
H -3.9273 -2.3571 2.6491
H -1.9462 0.0069 -0.1087
H -0.1429 -0.0076 2.2058
H -0.3273 -1.4792 1.2812
C 3.1520 -3.6877 -2.7327
O 3.1931 -4.3692 -3.7431
N 3.5601 -2.3766 -2.6778
N 2.6999 -4.1318 -1.5278
H 3.5300 -1.8230 -1.8391
H 3.9191 -1.9666 -3.5190
H 2.3745 -5.0756 -1.4425
H 2.6848 -3.5326 -0.7229
C -7.8179 -2.9773 -0.0154
O -8.1823 -2.1969 -0.8749
N -8.4426 -4.1822 0.1904
N -6.7610 -2.7204 0.8134
H -8.1628 -4.8404 0.8908
H -9.2216 -4.3996 -0.4002
H -6.2808 -1.8452 0.6967
H -6.4498 -3.3526 1.5244
C 7.3845 -4.6458 -1.9516
O 8.4830 -4.8788 -1.4809
N 6.5341 -5.6358 -2.3697
N 6.9007 -3.3757 -2.1076
H 5.6278 -5.4612 -2.7657
H 6.8521 -6.5806 -2.2741
H 7.4887 -2.6175 -1.8192
H 5.9967 -3.1772 -2.4904
C -1.5911 -3.1065 -1.9245
O -2.1343 -2.0110 -1.9152
N -1.6416 -3.9474 -0.8509
N -0.8906 -3.5689 -3.0031
H -1.2020 -4.8468 -0.8205
H -2.1417 -3.6268 -0.0436
H -0.8397 -2.9713 -3.8050
H -0.4349 -4.4614 -3.0302
C 3.3268 2.9719 3.7964
O 2.8224 4.0209 3.4297
N 3.1644 1.7997 3.1179
N 4.0978 2.8898 4.9248
H 3.5722 0.9313 3.4051
H 2.6173 1.8218 2.2790
H 4.2376 3.7339 5.4454
H 4.5250 2.0425 5.2442
C -3.3105 4.2511 -2.1419
O -3.2484 4.1027 -0.9321
N -4.4455 3.9811 -2.8541
N -2.2446 4.6940 -2.8730
H -4.5185 4.0932 -3.8465
H -5.2424 3.6548 -2.3403
H -1.3965 4.8939 -2.3736
H -2.2685 4.8235 -3.8656
C 5.2776 1.0750 -0.5520
O 5.3650 0.9682 0.6601
N 4.1223 0.8036 -1.2286
N 6.3285 1.4710 -1.3337
H 4.0276 0.8777 -2.2269
H 3.3342 0.5146 -0.6832
H 7.1918 1.6774 -0.8696
H 6.2747 1.5592 -2.3304
C 3.3109 1.4548 -3.7108
O 4.4092 1.2169 -3.2272
N 2.4769 0.4618 -4.1386
N 2.8317 2.7258 -3.8491
H 1.5674 0.6227 -4.5261
H 2.8102 -0.4777 -4.0471
H 3.4219 3.4750 -3.5413
H 1.9342 2.9409 -4.2381
*
```

(4)
Density functional theory data (ωB97M-V/def2-TZVPD) for a cluster of 3 separate species, C20H52N2O7P in total.

Its HOMO energy is -0.12486 Ha. Its gap between HOMO and LUMO is 5.811 eV.

```
! wB97M-V def2-TZVPD RIJCOSX def2/J DEFGRID3
* xyz -1 1
C 6.4866 1.0132 0.9519
C 5.5303 -0.3163 1.2815
O 4.4097 -0.4544 0.2945
C 3.1300 -0.4622 1.0200
C 1.8012 -0.2530 0.0528
O 0.6308 -0.5885 0.8799
C -0.3187 0.5303 0.9881
C 0.2803 1.8632 1.7557
O 0.0785 3.1271 1.0304
C 1.0827 4.0758 1.6178
P 2.5790 4.1452 0.4395
C 3.8741 4.0867 1.8365
H 6.8046 1.4692 1.9861
H 5.9221 1.8134 0.2892
H 7.4381 0.6363 0.3809
H 6.1892 -1.3005 1.3518
H 5.1334 -0.1313 2.3856
H 3.0983 0.3995 1.8117
H 2.9301 -1.4836 1.6044
H 1.9258 -1.0510 -0.8256
H 1.7405 0.8000 -0.4543
H -1.2092 0.1395 1.6802
H -0.8457 0.7867 -0.0518
H -0.2731 1.9894 2.8049
H 1.4217 1.7803 1.9996
H 0.5406 5.1382 1.6028
H 1.3257 3.8509 2.7389
H 2.6514 2.6995 0.3267
H 1.6442 4.2442 -0.6703
H 2.5383 5.6105 0.5428
H 3.6725 4.2980 -0.5016
H 4.5283 3.0927 1.7771
H 4.6322 4.9801 1.6471
H 3.4620 4.2321 2.9209
C -2.0222 -0.9297 -6.8452
O -1.0076 -1.7854 -6.3316
C 0.1833 -1.7826 -7.1273
C 1.3319 -1.0885 -6.3777
N 1.1099 0.3603 -6.2863
C 2.0330 1.0391 -5.3701
C 1.9668 0.6509 -3.8786
O 0.7540 1.0392 -3.2302
C -0.3196 0.1217 -3.3925
H -2.9423 -1.1198 -6.2867
H -1.7539 0.1197 -6.7066
H -2.2131 -1.1344 -7.9041
H 0.0205 -1.3403 -8.1178
H 0.4543 -2.8336 -7.2784
H 2.2718 -1.2762 -6.9097
H 1.4015 -1.5409 -5.3846
H 0.1582 0.5315 -5.9654
H 1.8133 2.1102 -5.4476
H 3.0591 0.9035 -5.7321
H 2.7636 1.2044 -3.3671
H 2.1832 -0.4086 -3.7056
H 0.0212 -0.9145 -3.4665
H -0.9133 0.3949 -4.2646
H -0.9736 0.2065 -2.5186
C -1.5759 -2.0160 3.3576
O -2.5792 -1.0094 3.4311
C -3.4642 -1.0172 2.3051
C -4.8649 -1.4936 2.7224
N -4.8693 -2.9292 3.0315
C -6.1053 -3.3873 3.6755
C -6.4431 -2.8013 5.0619
O -5.5433 -3.2018 6.0973
C -4.3620 -2.4159 6.1864
H -0.8509 -1.8325 4.1547
H -2.0062 -3.0073 3.5142
H -1.0495 -1.9798 2.3977
H -3.0683 -1.6068 1.4691
H -3.5393 0.0222 1.9662
H -5.5679 -1.2990 1.9041
H -5.1723 -0.9019 3.5891
H -4.0892 -3.1382 3.6527
H -6.0122 -4.4741 3.7848
H -6.9477 -3.2126 2.9958
H -7.4214 -3.2040 5.3509
H -6.5633 -1.7129 5.0448
H -4.5283 -1.3741 5.8997
H -3.5730 -2.8608 5.5804
H -4.0191 -2.4355 7.2260
*
```

(5)
Density functional theory data (ωB97M-V/def2-TZVPD) for a cluster of 8 separate species, C20H52N4O16 in total.

Its HOMO energy (spin up / spin down) is -0.04435 / -0.15901 Ha. Its gap between HOMO and LUMO (spin up / spin down) is 3.231 / 6.351 eV.

```
! wB97M-V def2-TZVPD RIJCOSX def2/J DEFGRID3
* xyz -1 2
C -3.0008 -1.4340 -4.9572
N -4.3131 -1.6045 -4.2282
O -5.1685 -2.2417 -4.8533
O -4.3841 -1.1059 -3.1207
H -3.3450 -0.6608 -5.6441
H -2.8441 -2.4188 -5.3974
H -2.2572 -1.0572 -4.2549
C 0.7006 4.1192 2.7488
N 0.0612 4.1266 1.3945
O 0.0921 3.1665 0.5828
O -0.4545 5.2817 1.0814
H -0.0941 3.7069 3.3705
H 1.0489 5.0781 3.1325
H 1.5048 3.3991 2.5980
C -1.0235 0.3900 -0.4150
N -1.0454 -1.0816 -0.7095
O -1.4800 -1.8702 0.1487
O -0.6829 -1.4076 -1.8150
H -1.3388 0.9921 -1.2672
H -0.0105 0.5864 -0.0639
H -1.7091 0.5729 0.4124
C 3.6341 1.0146 -0.1923
N 2.7163 -0.1657 -0.5374
O 2.7646 -0.6581 -1.6543
O 1.9659 -0.6243 0.2826
H 3.6654 0.8836 0.8893
H 3.0204 1.8357 -0.5629
H 4.6340 0.9541 -0.6220
C -2.1091 -4.8307 -1.2858
O -1.8124 -6.0390 -1.8963
C -1.8465 -6.0021 -3.3581
C -1.4990 -7.3305 -4.1491
O -0.1204 -7.5240 -4.4752
C 0.7529 -7.4170 -3.4181
H -3.1405 -4.8742 -0.9358
H -2.1834 -4.0983 -2.0896
H -1.4429 -4.4775 -0.4987
H -1.1670 -5.1836 -3.5957
H -2.8110 -5.6952 -3.7626
H -2.0203 -7.2336 -5.1015
H -1.9584 -8.1509 -3.5977
H 0.5866 -6.5149 -2.8293
H 1.8003 -7.6173 -3.6435
H 0.4512 -8.2311 -2.7591
C 0.0546 7.6051 -6.2142
O -0.7110 6.8377 -5.4121
C -1.0642 7.4168 -4.1854
C -1.6520 6.1835 -3.3747
O -0.6515 5.2149 -3.1184
C -0.9388 4.2170 -2.0918
H -0.4530 8.5532 -6.3921
H 0.2272 7.2352 -7.2249
H 1.0244 7.9258 -5.8337
H -1.7995 8.1886 -4.4129
H -0.2195 7.8781 -3.6739
H -2.4905 5.8160 -3.9663
H -1.9824 6.3624 -2.3515
H -1.9579 3.8306 -2.0748
H -0.8596 4.8499 -1.2079
H -0.0978 3.5398 -1.9428
C 2.3729 -3.9619 0.0257
O 2.5349 -3.7879 1.4023
C 1.4236 -3.3318 2.1749
C 1.7353 -3.0195 3.6513
O 2.2568 -4.0868 4.3938
C 2.9132 -3.7983 5.6318
H 1.8445 -4.9048 -0.1152
H 3.3286 -4.2310 -0.4241
H 1.7845 -3.2277 -0.5246
H 0.6489 -4.0980 2.2050
H 1.0180 -2.4833 1.6240
H 0.8437 -2.6613 4.1658
H 2.3511 -2.1201 3.6586
H 3.7541 -3.1067 5.5804
H 3.1681 -4.7374 6.1231
H 2.1021 -3.4836 6.2884
C 0.4455 4.9601 6.8690
O 0.2475 3.9317 5.8484
C -0.1004 2.5854 6.3007
C 0.5755 1.3956 5.5256
O 0.3271 1.4935 4.0905
C 0.3707 0.2025 3.4555
H 1.3996 4.6824 7.3171
H -0.2616 5.0315 7.6955
H 0.7096 5.9285 6.4441
H -1.1799 2.6487 6.1636
H 0.0182 2.4731 7.3784
H 0.0825 0.4746 5.8368
H 1.6251 1.2898 5.7999
H 0.6011 0.2797 2.3929
H -0.6461 -0.1678 3.5867
H 1.1403 -0.3804 3.9614
*
```

Values for E_tot, a.u., ordered as above
-956.0206; -3188.7294; -3493.9606; -1770.3661; -2215.4112